[1]
C29H60N16O5 | wB97M-V/def2-TZVPD

Summary:
orbital gap	8.3	eV
SMILES string	c1cc[nH]c1.NC(N)=O.NC(N)=O.NC(N)=O.NC(N)=O.NC(N)=O.CCCC#N.CCCC#N.CCCC#N.CCCC#N.CCCC#N

Geometry (Å):
H (-20.966, -12.487, -32.137)
H (-9.352, -6.764, -35.801)
C (-17.412, -20.097, -34.530)
N (-12.756, -12.713, -28.211)
H (-9.447, -13.165, -41.328)
N (-6.724, -14.832, -35.942)
H (-13.349, -17.501, -36.735)
H (-16.675, -13.824, -39.021)
N (-11.095, -11.463, -43.303)
H (-10.794, -19.145, -31.888)
N (-11.692, -13.035, -30.054)
H (-14.563, -21.590, -34.230)
N (-19.782, -14.514, -32.008)
H (-3.584, -14.318, -33.699)
N (-10.506, -9.585, -36.443)
C (-7.248, -20.023, -42.350)
H (-11.218, -10.471, -43.446)
N (-16.029, -20.661, -32.834)
H (-11.083, -12.280, -29.772)
C (-12.709, -13.398, -29.321)
C (-15.043, -6.366, -31.478)
O (-13.560, -14.210, -29.571)
C (-4.101, -14.960, -32.987)
H (-10.355, -20.677, -39.743)
H (-16.240, -4.694, -32.383)
C (-8.610, -20.438, -42.661)
H (-13.429, -12.879, -27.476)
C (-20.751, -14.308, -31.226)
N (-6.149, -19.750, -42.127)
C (-16.431, -16.572, -41.078)
H (-3.515, -15.125, -32.083)
H (-7.180, -13.400, -33.383)
C (-6.174, -13.720, -33.655)
H (-8.540, -21.513, -42.826)
N (-9.589, -7.556, -36.381)
C (-15.604, -8.798, -32.003)
H (-10.373, -18.484, -29.560)
C (-6.449, -14.349, -34.945)
C (-17.722, -14.399, -40.846)
N (-16.362, -17.666, -40.749)
H (-11.488, -12.255, -43.793)
H (-9.427, -7.661, -37.372)
H (-6.066, -15.200, -32.063)
H (-16.255, -21.132, -36.120)
H (-9.431, -18.928, -41.334)
N (-9.572, -21.599, -29.352)
H (-8.920, -21.633, -40.327)
N (-16.011, -9.535, -32.783)
H (-15.597, -20.848, -31.941)
H (-11.697, -13.281, -31.033)
H (-22.072, -12.899, -30.894)
C (-17.222, -20.033, -33.168)
H (-10.647, -20.129, -41.789)
H (-18.259, -19.779, -35.120)
H (-18.599, -14.950, -41.185)
C (-9.352, -20.645, -40.167)
C (-10.133, -8.533, -35.707)
H (-16.688, -15.198, -42.560)
H (-10.832, -10.405, -35.950)
H (-8.769, -20.036, -39.476)
C (-9.600, -19.989, -41.519)
H (-17.792, -13.381, -41.229)
H (-7.736, -19.746, -32.304)
O (-9.715, -10.870, -41.686)
H (-8.988, -19.576, -33.511)
O (-12.482, -15.013, -35.038)
C (-16.375, -5.702, -31.992)
O (-21.088, -15.167, -30.395)
H (-10.153, -9.685, -37.384)
H (-18.419, -13.712, -39.002)
H (-9.606, -17.885, -31.836)
H (-8.976, -20.027, -43.602)
N (-12.805, -16.676, -36.522)
C (-10.312, -11.724, -42.316)
C (-16.366, -20.800, -35.098)
H (-10.379, -13.636, -42.794)
H (-9.021, -20.857, -32.322)
C (-17.587, -14.332, -39.335)
H (-17.810, -19.558, -32.397)
H (-11.883, -12.246, -28.009)
C (-8.814, -19.795, -32.458)
H (-8.650, -18.552, -29.813)
C (-9.586, -19.060, -30.046)
H (-15.618, -14.568, -41.234)
O (-10.260, -8.503, -34.482)
H (-14.445, -17.313, -34.903)
C (-9.553, -20.482, -29.660)
C (-16.488, -15.173, -41.489)
H (-5.619, -12.862, -34.034)
C (-15.086, -7.836, -31.000)
H (-14.086, -8.235, -30.826)
H (-4.116, -15.953, -33.436)
H (-17.402, -15.287, -38.842)
N (-21.252, -13.147, -31.428)
C (-9.761, -18.939, -31.605)
H (-14.427, -15.762, -34.090)
N (-10.066, -12.970, -42.102)
H (-14.346, -6.116, -32.278)
N (-14.116, -16.360, -34.842)
H (-14.591, -5.794, -30.668)
H (-5.290, -13.648, -31.791)
H (-17.130, -5.736, -31.206)
H (-19.244, -15.369, -32.017)
C (-15.534, -21.140, -34.085)
H (-16.848, -6.366, -32.716)
C (-13.063, -15.971, -35.485)
C (-5.484, -14.412, -32.543)
H (-15.555, -7.862, -30.016)
H (-11.906, -16.527, -36.957)
H (-19.407, -13.666, -32.409)

Cartesian forces (eV/Å) of the 3 atoms listed first:
H -0.063 -0.454 0.175
H 0.240 0.050 -0.715
C -1.510 0.502 0.494

[2]
C6H8 | wB97M-V/def2-TZVPD

Summary:
orbital gap	10.9	eV
SMILES string	C#CC1CCC1
energy above the lowest of the compared OMol25 structures with the same formula, charge and spin	176.7	kJ/mol

Geometry (Å):
C (1.789, -0.193, 0.094)
C (-1.661, 0.162, -0.038)
H (0.364, 0.603, 1.420)
H (-0.818, -1.775, 0.850)
H (3.889, -0.900, -0.388)
H (-0.365, -1.382, -0.833)
H (-2.444, 0.035, -0.786)
C (-0.631, -0.960, 0.144)
C (-0.496, 1.127, -0.346)
C (2.899, -0.581, -0.161)
H (-0.246, 1.193, -1.405)
C (0.418, 0.130, 0.440)
H (-2.120, 0.410, 0.924)
H (-0.579, 2.132, 0.085)

Cartesian forces (eV/Å) of the 3 atoms listed first:
C 0.436 -0.014 -0.113
C -0.273 0.020 -0.050
H 0.146 -0.857 0.531

[3]
Cl3O2V | wB97M-V/def2-TZVPD

Summary:
orbital gap	6.0	eV
energy above the lowest of the compared OMol25 structures with the same formula, charge and spin	156.0	kJ/mol
net charge	-2

Geometry (Å):
Cl (-5.047, 25.253, -7.212)
Cl (-7.893, 31.910, -9.197)
Cl (-3.793, 28.984, -9.389)
O (-6.251, 26.540, -9.606)
O (-7.007, 28.960, -8.899)
V (-6.035, 27.807, -8.698)

Cartesian forces (eV/Å) of the 3 atoms listed first:
Cl -0.347 0.961 0.177
Cl -0.209 0.374 0.012
Cl -1.591 -1.029 0.632

[4]
C3H2F2 | wB97M-V/def2-TZVPD

Summary:
orbital gap (spin up / spin down)	9.3 / 8.0	eV
energy above the lowest of the compared OMol25 structures with the same formula, charge and spin	787.4	kJ/mol

Geometry (Å):
C (-0.159, -0.580, -1.327)
F (-1.566, 0.840, -2.699)
C (2.325, -0.991, 0.728)
H (0.169, 1.279, -1.743)
H (1.906, -0.345, -0.198)
C (-0.479, 0.519, -1.913)
F (-0.777, -1.754, -1.193)

Cartesian forces (eV/Å) of the 3 atoms listed first:
C -1.179 -2.893 0.687
F 0.964 -0.749 0.870
C -0.741 0.975 -1.458

[5]
C18H34CaCl2F3N4O3S6SbSi2Te | wB97M-V/def2-TZVPD

Summary:
orbital gap	4.4	eV
energy above the lowest of the compared OMol25 structures with the same formula, charge and spin	202.2	kJ/mol
net charge	-2

Geometry (Å):
C (-11.960, 7.346, 4.187)
C (-17.965, 1.747, 1.100)
H (-18.713, 1.931, 1.846)
H (-14.270, 6.870, 1.055)
C (-14.315, 5.499, 3.670)
C (-20.001, 7.804, 4.845)
C (-19.140, 9.119, 3.024)
N (-20.601, 6.154, 6.354)
H (-14.368, 9.518, 4.472)
H (-17.613, 0.279, 3.916)
Si (-16.334, 1.294, 1.984)
F (-23.818, 1.037, 7.647)
C (-22.758, 0.926, 2.960)
H (-14.576, 5.342, 4.757)
S (-22.326, 7.992, 1.279)
C (-16.630, 0.768, 3.802)
O (-21.908, 3.209, 6.416)
H (-20.859, 5.773, 8.415)
O (-22.618, 3.497, 8.870)
Ca (-22.304, 5.177, 5.035)
O (-23.550, 4.811, 6.869)
H (-13.424, 4.882, 3.537)
Sb (-24.016, 6.606, 2.186)
H (-15.969, -1.125, 1.508)
S (-25.966, 6.802, 1.009)
H (-15.865, 0.117, 4.144)
C (-19.277, 8.930, 4.398)
N (-20.388, 5.531, 7.523)
H (-15.691, 8.679, 3.625)
H (-23.332, 1.867, 2.948)
F (-25.378, 2.461, 7.995)
C (-15.590, -0.177, 1.121)
H (-11.839, 6.599, 4.971)
H (-11.183, 7.106, 3.423)
H (-20.642, 8.272, 8.163)
H (-19.649, 9.327, 7.089)
C (-15.198, 2.813, 1.724)
H (-18.211, 0.983, 0.401)
H (-14.155, 2.658, 2.113)
H (-14.096, 8.597, 1.160)
C (-19.503, 8.110, 2.129)
H (-11.872, 8.328, 4.584)
Cl (-22.684, 0.187, 1.338)
C (-13.712, 7.685, 1.543)
H (-16.501, 1.654, 4.458)
H (-20.703, 6.228, 2.054)
N (-19.726, 3.818, 8.747)
Si (-13.746, 7.362, 3.395)
H (-17.847, 2.587, 0.503)
N (-20.419, 6.882, 3.949)
C (-20.191, 7.435, 6.230)
F (-24.708, 2.148, 5.947)
Cl (-21.154, 1.133, 3.696)
H (-19.369, 8.257, 1.061)
C (-20.307, 7.043, 2.657)
H (-18.965, 9.599, 5.196)
Te (-15.927, 4.705, 2.540)
H (-15.048, 3.120, 0.697)
H (-23.272, 0.223, 3.569)
H (-12.683, 7.569, 1.203)
C (-24.329, 2.214, 7.225)
S (-23.961, 7.212, 4.533)
S (-22.957, 3.555, 7.414)
S (-23.120, 4.422, 2.478)
S (-18.553, 4.083, 6.274)
C (-19.803, 8.285, 7.426)
C (-14.846, 8.543, 4.315)
H (-19.194, 3.056, 9.020)
H (-15.789, -0.097, 0.036)
C (-19.557, 4.437, 7.516)
H (-15.164, 8.182, 5.307)
H (-18.947, 7.887, 8.010)
H (-14.540, -0.292, 1.313)
H (-18.677, 10.002, 2.665)
H (-20.802, 3.658, 8.937)

Cartesian forces (eV/Å) of the 3 atoms listed first:
C -0.724 -0.905 -1.488
C 1.368 -1.126 1.507
H -0.768 -0.021 0.124

[6]
C4H7NOS | wB97M-V/def2-TZVPD

Summary:
orbital gap	8.9	eV
SMILES string	CN/C=C\C(=O)S
energy above the lowest of the compared OMol25 structures with the same formula, charge and spin	276.6	kJ/mol

Geometry (Å):
N (-1.255, 0.280, -0.271)
C (0.726, -1.007, -0.593)
C (-1.193, 0.575, 1.110)
H (-0.828, -0.974, -1.902)
C (1.873, -0.358, 0.187)
H (0.796, 1.438, -1.049)
H (-0.938, 1.762, 1.211)
S (2.000, 1.393, -0.327)
O (2.565, -1.089, 0.853)
H (1.396, -1.820, -1.174)
C (-0.518, -0.558, -0.949)
H (-2.190, 0.190, -0.493)
H (-2.105, 0.190, 1.778)
H (-0.332, -0.023, 1.620)

Cartesian forces (eV/Å) of the 3 atoms listed first:
N -1.756 1.303 0.623
C 2.367 -0.711 -1.336
C 1.908 1.054 3.742

[7]
C4H11N2O | wB97M-V/def2-TZVPD

Summary:
orbital gap	7.4	eV
energy above the lowest of the compared OMol25 structures with the same formula, charge and spin	29.0	kJ/mol
net charge	-1

Geometry (Å):
N (-0.369, 0.000, 1.436)
H (1.784, -1.966, 0.178)
H (-1.093, 1.317, 2.872)
H (2.490, -1.804, -2.223)
H (0.166, -2.438, -0.362)
H (-1.505, 1.117, -0.774)
H (1.816, -3.433, -1.920)
C (-0.930, 1.181, 1.787)
H (-0.068, 2.123, -0.640)
H (-1.641, 2.884, -0.857)
H (-0.254, -0.543, 2.276)
C (-1.126, 2.056, -0.367)
N (-1.313, 2.181, 1.071)
O (0.710, -0.503, -0.776)
H (0.243, -0.227, 0.198)
C (1.041, -1.839, -0.635)
H (0.853, -2.188, -2.718)
C (1.604, -2.363, -1.946)

Cartesian forces (eV/Å) of the 3 atoms listed first:
N -0.531 0.911 0.206
H -0.019 -0.207 -0.085
H -0.048 0.027 -0.155

[8]
C3H12N2O3PS | wB97M-V/def2-TZVPD

Summary:
orbital gap	10.8	eV
energy above the lowest of the compared OMol25 structures with the same formula, charge and spin	124.0	kJ/mol
net charge	+1

Geometry (Å):
N (2.482, -0.848, -0.956)
H (3.280, -1.479, -1.061)
H (-0.993, -2.263, 1.337)
H (1.633, -1.350, -0.757)
H (-2.328, -2.006, 2.290)
H (0.238, 0.571, -0.107)
S (1.319, 1.280, 0.299)
C (-1.787, 2.234, -0.724)
C (2.643, 0.225, -0.195)
H (4.566, 0.135, -0.286)
H (-2.248, -3.446, 0.995)
O (-2.636, -1.556, 0.376)
H (-1.971, 3.280, -0.564)
C (-2.039, -2.450, 1.346)
P (-2.010, -0.761, -0.821)
H (-0.667, 2.175, -1.146)
H (-2.475, 1.934, -1.345)
O (-1.625, 1.548, 0.471)
H (-2.525, 1.593, 0.887)
N (3.842, 0.611, 0.073)
O (-0.522, -0.947, -0.727)
H (3.822, 1.519, 0.616)

Cartesian forces (eV/Å) of the 3 atoms listed first:
N -0.128 -1.131 0.559
H -0.256 0.394 -0.068
H 1.181 -0.210 -0.298

[9]
C23H43ClN5O18 | wB97M-V/def2-TZVPD

Summary:
orbital gap	7.6	eV
energy above the lowest of the compared OMol25 structures with the same formula, charge and spin	0.0	kJ/mol
net charge	+1

Geometry (Å):
H (3.735, -8.147, -1.946)
H (-2.431, 6.639, 3.373)
C (4.604, -4.472, -1.197)
C (-1.935, -2.643, -1.493)
H (1.758, 3.508, 2.546)
O (-1.043, 5.347, 2.303)
N (1.343, 1.048, 3.429)
C (-2.860, 4.837, 3.767)
H (-2.870, 0.310, 3.443)
H (-1.077, -2.407, 2.064)
H (1.015, -6.048, -1.423)
O (6.040, 1.022, -3.430)
O (-2.214, 0.837, 2.955)
O (-1.018, 0.430, -0.024)
O (-0.507, 3.161, -6.318)
C (4.107, 0.334, -2.348)
H (-3.691, -1.089, -3.919)
C (-3.699, 3.919, 4.265)
H (-4.625, 4.244, 4.725)
H (4.457, 1.581, 2.140)
H (3.194, 1.377, 4.177)
H (-2.067, -3.468, -0.795)
H (-2.113, -1.897, -4.137)
O (-1.156, 4.820, -5.114)
C (1.980, -5.634, -1.159)
C (-2.766, -1.389, -3.435)
H (1.273, 3.108, -4.309)
H (-4.208, -2.317, -0.473)
C (-3.509, -3.733, -2.961)
H (0.721, 1.223, 2.649)
H (0.994, 5.339, 5.264)
H (3.759, 0.170, -1.331)
H (3.400, 3.764, 2.901)
H (-3.890, -4.311, -2.126)
O (1.186, -3.527, -0.470)
H (-1.472, -1.043, 2.884)
C (2.133, -4.223, -0.778)
H (3.490, 0.100, 2.118)
O (-4.312, 1.671, 4.467)
C (3.033, -6.416, -1.440)
H (3.232, 0.788, -2.811)
H (2.536, 5.835, 4.570)
H (-1.150, -2.925, -2.195)
H (4.523, -0.541, -2.835)
C (-5.651, -1.813, -2.024)
C (-2.426, 2.160, 3.103)
H (-1.642, -1.752, -0.945)
H (-2.619, -4.235, -3.339)
C (4.437, -5.886, -1.541)
H (-0.743, 2.670, 2.024)
H (-4.199, -3.572, -3.782)
O (-6.175, -3.126, -2.244)
C (-3.570, 2.507, 3.984)
C (-4.222, -1.859, -1.458)
H (-0.586, -0.920, 1.445)
H (0.079, 3.915, -3.273)
O (5.346, -6.622, -1.837)
N (-0.540, 3.781, -5.261)
H (-3.935, -0.806, -1.394)
O (-2.957, 6.144, 4.023)
O (3.747, -2.476, -0.356)
H (-5.757, -1.175, -2.897)
C (-1.584, 3.059, 2.586)
N (-0.759, -1.465, 2.303)
H (0.901, 1.286, 4.308)
Cl (0.312, 0.558, -0.636)
N (-3.127, -2.414, -2.363)
O (2.112, 3.812, 4.535)
H (5.581, -4.069, -0.960)
C (2.516, 3.255, 3.306)
H (2.901, -2.010, -0.299)
N (5.271, 1.265, -2.509)
C (2.629, 1.741, 3.315)
C (3.439, 1.188, 2.133)
O (5.370, 2.264, -1.803)
C (1.690, 5.157, 4.442)
H (0.118, -1.624, 2.810)
C (3.558, -3.707, -0.860)
H (-6.097, -3.586, -1.401)
O (2.909, -7.708, -1.694)
O (0.695, 1.894, -0.284)
H (-6.253, -1.365, -1.228)
O (0.131, 0.437, -2.064)
C (-1.738, 4.505, 2.806)
H (-2.298, -0.565, -2.901)
C (0.218, 3.212, -4.089)
O (1.183, -0.437, -0.096)
H (-0.346, 2.314, -3.856)
H (3.074, 1.497, 1.149)
H (1.107, 5.389, 3.548)

Cartesian forces (eV/Å) of the 3 atoms listed first:
H 0.410 0.489 0.052
H 0.267 -0.120 0.098
C -0.105 0.064 0.486

[10]
C35H27As2N2O2S5Tc | wB97M-V/def2-TZVPD

Summary:
orbital gap (spin up / spin down)	6.0 / 6.0	eV
energy above the lowest of the compared OMol25 structures with the same formula, charge and spin	0.0	kJ/mol
net charge	+2

Geometry (Å):
C (2.285, 1.428, -0.327)
S (-2.134, 0.629, 0.516)
H (2.070, -2.123, -5.114)
C (0.550, 2.847, -1.239)
C (4.671, 0.531, -3.533)
H (5.945, 0.649, 0.589)
C (3.254, 2.383, -0.556)
C (-0.443, -3.284, 3.949)
N (1.505, -0.619, 0.597)
C (0.702, -4.278, -2.900)
H (-2.166, 0.441, -5.355)
H (0.781, 3.666, -0.561)
C (2.621, 0.222, 0.269)
H (6.172, -2.446, -2.930)
H (2.591, 0.944, -3.238)
O (0.947, 1.594, -0.642)
H (-1.141, -4.712, 5.412)
S (-3.276, -0.982, -2.675)
C (5.677, -0.424, -3.448)
H (6.683, -0.179, -3.767)
H (2.673, -3.337, 2.542)
C (-1.250, -0.135, -5.305)
As (1.267, -1.508, -2.272)
C (0.569, -1.278, -6.395)
H (1.057, 2.986, -2.193)
As (-3.285, -2.294, -0.847)
C (1.133, -1.581, -5.165)
C (0.861, -5.121, 4.809)
H (0.233, -6.328, -3.313)
C (-0.306, -4.418, 4.786)
H (2.873, -5.272, 4.035)
S (-1.506, 0.130, -2.616)
H (-1.049, -0.310, -7.426)
C (3.929, -0.066, 0.609)
H (-2.420, -2.770, 4.633)
S (-1.224, -2.550, -0.349)
C (0.638, -2.896, 3.126)
N (1.603, -1.241, 1.670)
C (0.492, -1.185, -3.997)
O (-0.791, 0.079, 1.482)
C (5.392, -1.697, -2.976)
C (4.102, -2.025, -2.578)
C (1.839, -3.635, 3.166)
H (2.340, -3.185, -0.128)
C (-1.616, -2.497, 3.960)
C (4.571, 2.090, -0.224)
C (1.297, -3.404, -2.006)
C (0.466, -1.772, 2.262)
C (3.384, 0.211, -3.135)
C (1.257, -6.110, -1.440)
C (-0.686, -0.465, -4.079)
H (0.246, -3.911, -3.811)
H (1.238, -7.170, -1.222)
S (-3.753, -0.480, 0.628)
H (4.158, -1.012, 1.084)
C (-0.732, -1.075, 2.279)
H (0.965, -5.984, 5.453)
C (0.690, -5.637, -2.615)
H (3.887, -3.023, -2.227)
Tc (-0.191, -0.354, -0.562)
H (5.337, 2.832, -0.413)
H (2.296, -5.601, 0.370)
C (1.945, -4.717, 3.996)
C (1.851, -5.229, -0.544)
H (3.008, 3.340, -0.996)
C (-1.756, -1.386, 3.164)
H (-2.636, -0.763, 3.229)
H (1.064, -1.594, -7.304)
C (-0.620, -0.558, -6.465)
C (4.915, 0.867, 0.340)
H (4.889, 1.519, -3.919)
C (3.105, -1.062, -2.645)
H (-0.521, 2.786, -1.397)
C (1.870, -3.872, -0.824)

Cartesian forces (eV/Å) of the 3 atoms listed first:
C -0.126 0.252 -0.153
S 0.233 -0.093 -0.115
H 0.003 0.006 -0.005

[11]
C2N4O2 | wB97M-V/def2-TZVPD

Summary:
orbital gap	8.2	eV
energy above the lowest of the compared OMol25 structures with the same formula, charge and spin	55.1	kJ/mol

Geometry (Å):
O (-0.407, 0.551, 1.704)
N (1.126, 1.690, 0.853)
C (-0.710, -0.185, 0.737)
N (1.054, 1.207, -0.209)
N (0.262, -0.588, -1.464)
N (-0.245, -1.635, -1.838)
C (0.085, 0.271, -0.502)
O (-1.164, -1.310, 0.719)

Cartesian forces (eV/Å) of the 3 atoms listed first:
O 0.111 1.445 0.210
N -0.706 -1.059 -1.882
C 1.956 -0.969 1.093